[1]
C4H7N3O in the gas phase, computed with the ωB97M-V functional and the def2-TZVPD basis.

Properties
Kohn-Sham gap: 9.609 eV
lowest unoccupied orbital energy: 0.781 eV
charge: 0
energy above the lowest of the compared OMol25 structures with the same formula, charge and spin: 569.02 kJ/mol

```
15
Properties=species:S:1:pos:R:3:mulliken_charge:R:1
H -1.98 -1.85 -0.78 0.29
H -0.17 0.84 1.15 0.19
N -1.64 -1.07 -0.13 -0.23
H -3.26 1.75 -0.51 0.27
N -0.33 -1.05 -0.04 -0.37
H 2.56 -1.48 -0.38 0.24
N -2.45 1.29 -0.07 -0.54
C 2.93 -0.39 -0.17 -0.27
H 1.99 1.43 1.11 0.21
H 3.92 -0.25 0.50 0.23
C 0.32 -0.05 0.51 -0.02
H -3.56 -0.35 -0.55 0.29
C 1.86 0.35 0.47 0.04
C -2.59 0.07 -0.20 0.06
O 2.39 0.75 -0.91 -0.37
```

[2]
C4H7N3O in the gas phase, computed with the ωB97M-V functional and the def2-TZVPD basis.

Properties
Kohn-Sham gap: 8.695 eV
lowest unoccupied orbital energy: 0.262 eV
charge: 0
energy above the lowest of the compared OMol25 structures with the same formula, charge and spin: 221.44 kJ/mol

```
15
Properties=species:S:1:pos:R:3:mulliken_charge:R:1
H 1.74 -1.35 0.40 0.26
N 2.34 -0.59 -0.05 -0.39
C 0.64 1.28 -0.25 -0.71
H -3.37 -1.13 -0.16 0.29
H 2.55 1.51 -0.10 0.27
N -2.48 -0.50 -0.47 -0.55
C 1.91 0.64 -0.19 0.12
H -0.92 -2.44 0.33 0.22
N -0.37 -1.55 0.32 -0.63
H 0.83 2.36 -0.12 0.21
H 3.27 -0.87 0.08 0.23
C -0.73 0.93 0.05 0.72
C -1.12 -0.54 -0.03 0.32
O -1.49 1.84 0.38 -0.64
H -2.80 0.40 -0.20 0.28
```

[3]
C4H7N3O2 in the gas phase, computed with the ωB97M-V functional and the def2-TZVPD basis.

Properties
Kohn-Sham gap (alpha / beta): 7.382 / 7.379 eV
lowest unoccupied orbital energy (alpha / beta): 0.720 / 0.721 eV
charge: 0
energy above the lowest of the compared OMol25 structures with the same formula, charge and spin: 309.24 kJ/mol

```
16
Properties=species:S:1:pos:R:3:mulliken_charge:R:1
H 1.64 2.08 -0.95 0.27
O -0.90 2.04 0.37 -0.52
N 1.80 1.45 -0.18 -0.56
H 0.39 -2.20 0.64 0.31
C 1.04 0.30 -0.23 0.33
N 0.18 -0.09 0.78 -0.24
H 1.07 -0.12 -2.25 0.18
N 0.66 -0.30 -1.35 0.05
C -1.06 0.90 0.73 0.47
O -2.00 0.59 1.64 -0.42
H -1.28 -1.71 0.78 0.29
C -0.33 -1.42 0.35 -0.44
H -0.50 -1.98 -1.81 0.23
C -0.43 -1.14 -1.13 -0.59
H 1.63 1.96 0.68 0.29
H -1.92 -0.33 1.92 0.35
```

[4]
An isolated ion of composition C4H7N3O2 and charge +2, computed with the ωB97M-V functional and the def2-TZVPD basis.

Properties
Kohn-Sham gap: 9.544 eV
lowest unoccupied orbital energy: -10.544 eV
charge: +2
energy above the lowest of the compared OMol25 structures with the same formula, charge and spin: 0.00 kJ/mol

```
16
Properties=species:S:1:pos:R:3:mulliken_charge:R:1
H -2.30 -1.72 -0.73 0.43
H 2.67 1.31 -0.43 0.40
H 0.77 1.72 1.85 0.37
H 0.52 1.04 -1.49 0.42
C 0.98 -0.86 -0.77 0.16
O 1.77 1.42 0.00 -0.58
H -2.31 -0.33 0.98 0.35
C -1.45 -1.12 -0.49 -0.04
N -0.34 -1.42 -1.11 -0.06
H -0.14 -2.18 -1.78 0.32
N -0.26 1.36 1.68 -0.21
C -0.32 0.64 0.64 0.38
O 1.90 -1.58 -0.84 -0.33
H -0.83 1.27 2.53 0.31
C 0.79 0.56 -0.45 0.19
N -1.46 -0.13 0.40 -0.12
```

[5]
A 2-piece molecular cluster, C4H7N3OS overall, computed with the ωB97M-V functional and the def2-TZVPD basis.

Properties
Kohn-Sham gap (alpha / beta): 9.410 / 5.356 eV
lowest unoccupied orbital energy (alpha / beta): 0.065 / -2.424 eV
charge: 0
energy above the lowest of the compared OMol25 structures with the same formula, charge and spin: 587.85 kJ/mol

```
16
Properties=species:S:1:pos:R:3:mulliken_charge:R:1
N 0.23 2.12 0.52 0.04
H 1.34 -3.08 -0.37 0.28
N 1.27 0.36 -0.33 -0.43
H -0.95 3.78 -0.14 0.32
C 1.35 1.71 -0.26 0.16
C -0.24 3.45 0.63 -0.74
H -1.32 1.03 1.42 0.35
H 0.50 -4.69 -0.61 0.27
C -0.43 1.04 0.80 -0.20
O -2.07 -3.14 -1.01 -0.48
N 0.21 -0.03 0.37 -0.07
H -0.91 3.58 1.55 0.25
C 0.57 -3.57 -0.94 -0.79
H 0.65 3.98 0.58 0.32
S -0.91 -2.84 -0.18 0.40
H 0.70 -3.70 -2.03 0.31
```

[6]
C4H7N3S in the gas phase, computed with the ωB97M-V functional and the def2-TZVPD basis.

Properties
Kohn-Sham gap: 8.697 eV
lowest unoccupied orbital energy: 0.879 eV
charge: 0
energy above the lowest of the compared OMol25 structures with the same formula, charge and spin: 300.39 kJ/mol

```
15
Properties=species:S:1:pos:R:3:mulliken_charge:R:1
H -1.12 0.04 2.11 0.36
H 1.46 0.08 -0.96 0.36
H -0.33 -0.77 -2.75 0.29
H -2.62 -0.15 -2.24 0.32
N 0.45 -0.24 -0.71 -0.22
H -1.52 -1.37 1.02 0.29
C -0.57 -0.40 -1.69 -0.25
N 2.41 0.48 0.88 -0.69
C 0.24 -0.19 0.64 0.56
S -2.26 0.68 0.14 -0.12
C -1.89 -0.08 -1.38 -0.33
H 3.13 0.36 1.64 0.30
N 1.14 0.26 1.45 -0.46
H 2.58 1.66 0.71 0.25
C -1.11 -0.35 1.13 -0.65
```

[7]
C4H7N3S in the gas phase, computed with the ωB97M-V functional and the def2-TZVPD basis.

Properties
Kohn-Sham gap: 8.855 eV
lowest unoccupied orbital energy: 0.919 eV
charge: 0
energy above the lowest of the compared OMol25 structures with the same formula, charge and spin: 217.02 kJ/mol

```
15
Properties=species:S:1:pos:R:3:mulliken_charge:R:1
C -1.68 1.05 0.24 -0.61
H 1.10 1.06 -1.14 0.28
C -0.70 1.76 -0.33 -0.48
H 2.97 -1.73 0.17 0.26
C 0.30 -0.24 0.20 0.05
H 2.75 -0.05 0.13 0.23
H -1.29 -0.54 1.64 0.36
N 1.13 -1.23 0.17 -0.33
N 2.44 -0.96 -0.22 -0.58
H -0.95 -2.38 -0.40 0.16
H -0.71 2.74 -0.77 0.43
C -1.15 -0.30 0.61 0.44
N 0.51 1.04 -0.30 -0.31
H -2.70 1.37 0.38 0.40
S -2.03 -1.60 -0.38 -0.29
```

[8]
C4H7N3S2 in the gas phase, computed with the ωB97M-V functional and the def2-TZVPD basis.

Properties
Kohn-Sham gap: 8.930 eV
lowest unoccupied orbital energy: 0.804 eV
charge: 0
energy above the lowest of the compared OMol25 structures with the same formula, charge and spin: 72.68 kJ/mol

```
16
Properties=species:S:1:pos:R:3:mulliken_charge:R:1
C 0.33 -1.32 0.12 -0.32
H 0.75 -3.34 -0.41 0.36
S -0.93 -0.31 1.01 -0.12
N 1.03 4.76 1.42 -0.72
H -0.03 -3.18 1.17 0.34
H 0.37 -0.92 -0.89 0.33
H 1.29 -1.15 0.64 0.31
C 0.00 -2.80 0.14 -1.21
C -0.10 1.26 0.94 0.39
H -1.00 -3.01 -0.30 0.33
H 2.31 3.04 -0.07 0.25
C 0.69 3.56 1.13 0.57
N 1.54 2.69 0.49 -0.18
N 1.07 1.41 0.36 -0.36
S -0.76 2.74 1.63 -0.16
H 1.91 5.03 1.07 0.20
```

[9]
A 2-piece molecular cluster, C4H7N4 overall, computed with the ωB97M-V functional and the def2-TZVPD basis.

Properties
Kohn-Sham gap: 9.348 eV
lowest unoccupied orbital energy: -3.811 eV
charge: +1
energy above the lowest of the compared OMol25 structures with the same formula, charge and spin: 330.89 kJ/mol

```
15
Properties=species:S:1:pos:R:3:mulliken_charge:R:1
C 1.14 -0.19 2.27 0.19
H 0.19 0.16 2.65 0.27
C -1.90 0.12 -2.93 0.28
N -2.44 -0.55 -3.72 -0.03
H -3.14 -0.88 -4.35 0.34
C -0.74 0.34 -0.68 0.12
H 1.92 -0.27 4.16 0.23
H 2.15 -0.69 0.68 0.12
N 1.24 -0.36 1.01 -0.56
C -1.19 0.86 -2.03 -0.08
H 0.11 -0.09 -0.04 0.26
H 3.00 -0.75 2.91 0.20
N 2.08 -0.43 3.18 -0.35
N -1.77 1.03 -0.65 -0.36
H -0.66 1.71 -2.48 0.37
```

[10]
An isolated ion of composition C4H7N4O and charge +1, computed with the ωB97M-V functional and the def2-TZVPD basis.

Properties
Kohn-Sham gap (alpha / beta): 8.461 / 8.462 eV
lowest unoccupied orbital energy (alpha / beta): -5.024 / -5.023 eV
charge: +1
energy above the lowest of the compared OMol25 structures with the same formula, charge and spin: 325.69 kJ/mol

```
16
Properties=species:S:1:pos:R:3:mulliken_charge:R:1
H -1.41 -0.05 -4.00 0.30
N 0.90 -0.20 1.10 0.71
C 2.11 -0.21 1.96 -0.77
H 0.13 -0.66 -3.11 0.29
H 2.92 -0.60 1.41 0.33
C -1.47 0.09 -1.99 0.41
H -2.16 0.85 0.57 0.40
C -0.75 -0.05 -0.71 0.29
H 1.91 -0.90 2.87 0.32
N -0.82 -0.17 -3.11 -0.38
C -0.31 0.31 1.50 -0.18
N -1.23 0.28 0.47 -0.06
O -2.59 0.51 -1.77 -0.56
N 1.08 -0.60 -0.04 -0.73
H 2.35 0.87 2.26 0.33
H -0.66 0.55 2.60 0.31
```

[11]
C4H7N5O2 in the gas phase, computed with the ωB97M-V functional and the def2-TZVPD basis.

Properties
Kohn-Sham gap: 9.364 eV
lowest unoccupied orbital energy: 0.629 eV
charge: 0
energy above the lowest of the compared OMol25 structures with the same formula, charge and spin: 494.89 kJ/mol

```
18
Properties=species:S:1:pos:R:3:mulliken_charge:R:1
O -2.41 0.31 -2.33 -0.03
N -2.45 -0.16 -1.10 -0.46
N -1.21 0.84 -2.69 -0.45
N 0.19 -0.79 1.30 -0.71
H -2.96 -0.38 1.40 0.26
C -1.01 -0.39 0.86 0.19
H 2.72 -1.19 1.97 0.23
N 0.85 1.19 -1.60 -0.36
H 2.39 0.49 1.66 0.26
H 3.09 -0.58 0.42 0.39
C -1.27 0.07 -0.59 0.63
C -0.42 0.69 -1.58 0.56
N -2.03 -0.31 1.67 -0.41
O 1.25 -0.74 0.39 -0.20
H 1.58 0.67 -1.09 0.22
H -1.77 -0.77 2.55 0.29
H 1.07 1.53 -2.32 0.20
C 2.39 -0.47 1.08 -0.61
```

[12]
An isolated ion of composition C4H7N6O2 and charge +1, computed with the ωB97M-V functional and the def2-TZVPD basis.

Properties
Kohn-Sham gap: 8.731 eV
lowest unoccupied orbital energy: -5.107 eV
charge: +1
energy above the lowest of the compared OMol25 structures with the same formula, charge and spin: 189.49 kJ/mol

```
19
Properties=species:S:1:pos:R:3:mulliken_charge:R:1
C -2.05 0.79 0.10 -0.24
O -3.41 0.71 -0.23 -0.52
N -0.22 -0.89 0.02 0.03
H -3.32 -1.36 -0.05 0.27
H 0.02 -1.83 0.16 0.27
C 1.84 -0.07 -0.17 0.39
H -4.01 1.26 0.22 0.33
H 3.74 2.66 0.03 0.31
O 4.03 0.16 -0.07 -0.11
C 2.90 0.96 -0.14 0.42
N 2.48 -1.31 -0.10 -0.17
N 0.59 0.13 -0.16 -0.40
H -1.81 0.92 1.19 0.31
H -2.10 -2.57 0.03 0.22
N 2.84 2.20 -0.08 -0.50
C -1.49 -0.59 -0.15 0.49
H -1.35 1.57 -0.34 0.36
N 3.67 -1.13 -0.10 -0.15
N -2.34 -1.61 -0.16 -0.33
```

[13]
A 2-piece molecular cluster, C4H7N6O2 overall, computed with the ωB97M-V functional and the def2-TZVPD basis.

Properties
Kohn-Sham gap (alpha / beta): 7.828 / 5.698 eV
lowest unoccupied orbital energy (alpha / beta): -3.756 / -5.733 eV
multiplicity: 3
charge: +1

```
19
Properties=species:S:1:pos:R:3:mulliken_spin:R:1
H -1.76 -3.57 0.57 0.00
H 2.21 4.00 0.41 0.00
C -1.32 -1.71 -0.11 0.11
H -0.83 -3.53 -0.88 0.00
O 3.10 1.63 0.17 0.03
H -1.52 -0.96 1.94 0.02
N -0.82 -0.88 -1.00 -0.01
H -3.04 -0.97 1.01 0.03
N 1.96 -0.12 -0.43 -0.02
N -1.01 0.43 -0.72 0.67
N 1.50 3.32 0.20 -0.01
C 1.86 2.06 -0.01 0.10
C 1.16 0.93 -0.42 0.85
N 3.11 0.25 -0.11 0.02
C -1.96 -0.83 0.94 -0.01
H 0.58 3.63 -0.04 0.00
O -1.69 0.48 0.45 0.14
N -1.31 -3.03 -0.15 0.09
H -0.23 -1.11 -1.80 0.00
```

[14]
A 2-piece molecular cluster, C4H7N8O3 overall, computed with the ωB97M-V functional and the def2-TZVPD basis.

Properties
Kohn-Sham gap: 7.972 eV
lowest unoccupied orbital energy: -4.372 eV
charge: +1
energy above the lowest of the compared OMol25 structures with the same formula, charge and spin: 47.54 kJ/mol

```
22
Properties=species:S:1:pos:R:3:mulliken_charge:R:1
H -1.31 0.88 -1.06 0.49
N 2.43 0.08 -0.90 0.41
H 3.02 -2.74 0.36 0.40
N 2.11 0.17 1.21 0.28
C -2.51 0.07 0.66 0.43
N -0.22 -0.19 0.03 0.46
N -3.33 -0.33 1.61 -0.37
H 2.24 2.16 -1.22 0.50
N 1.99 1.45 0.70 -0.48
O 2.62 -0.58 -2.00 -0.17
H -2.90 -0.50 2.52 0.27
H -3.90 1.27 -1.73 0.33
N -2.73 0.57 -0.52 -0.31
C 2.20 1.37 -0.55 -0.03
O -4.02 0.69 -1.04 -0.39
C 2.41 -0.64 0.23 0.40
N -1.13 -0.38 0.83 -0.73
C 2.80 -1.93 -0.31 -0.30
O -0.36 0.52 -1.08 -0.41
H -4.30 -0.05 1.65 0.26
H 1.99 0.03 2.20 0.22
N 2.88 -1.92 -1.59 -0.25
```

[15]
C4H7NO as an isolated structure, computed with the ωB97M-V functional and the def2-TZVPD basis.

Properties
Kohn-Sham gap: 9.156 eV
lowest unoccupied orbital energy: 0.788 eV
charge: 0
energy above the lowest of the compared OMol25 structures with the same formula, charge and spin: 559.55 kJ/mol

```
13
Properties=species:S:1:pos:R:3:mulliken_charge:R:1
O -0.37 1.81 -1.01 -0.61
H 1.24 1.03 0.07 0.32
H 2.31 0.14 1.22 0.31
H -0.60 0.10 -1.91 0.23
H -0.86 -2.49 1.03 0.37
C 1.66 0.04 0.35 -0.90
C -1.09 0.82 -1.16 -0.19
H -1.32 0.27 1.23 0.22
H -2.24 0.87 -1.10 0.25
C 0.47 -0.68 0.69 0.32
H 2.15 -0.15 -0.68 0.27
C -0.45 -1.56 0.81 -0.31
N -0.91 -0.20 0.45 -0.28
```

[16]
C4H7NO in the gas phase, computed with the ωB97M-V functional and the def2-TZVPD basis.

Properties
Kohn-Sham gap: 10.563 eV
lowest unoccupied orbital energy: 1.004 eV
charge: 0
energy above the lowest of the compared OMol25 structures with the same formula, charge and spin: 108.21 kJ/mol

```
13
Properties=species:S:1:pos:R:3:mulliken_charge:R:1
N 0.98 1.47 -0.38 -0.49
H -1.86 0.35 0.35 0.33
H 0.33 -1.68 -0.38 0.35
C -1.37 -0.62 0.51 -1.30
H -2.04 -1.39 0.11 0.35
O 1.05 -0.35 0.95 -0.41
H 0.99 0.08 -1.94 0.27
C 0.31 0.42 -1.14 -0.59
H -1.27 -0.78 1.58 0.32
C 1.39 0.92 0.69 0.06
H -0.58 0.82 -1.64 0.32
C 0.04 -0.67 -0.09 0.42
H 2.04 1.43 1.39 0.39
```

[17]
C4H7NO in the gas phase, computed with the ωB97M-V functional and the def2-TZVPD basis.

Properties
Kohn-Sham gap: 8.216 eV
lowest unoccupied orbital energy: 0.224 eV
charge: 0
energy above the lowest of the compared OMol25 structures with the same formula, charge and spin: 391.67 kJ/mol

```
13
Properties=species:S:1:pos:R:3:mulliken_charge:R:1
H 0.42 1.11 1.98 0.33
H 1.27 0.04 -1.88 0.32
C 0.08 0.32 1.31 -0.40
H 0.34 1.29 -1.03 0.36
H 1.98 0.89 -0.49 0.31
C 0.56 -0.72 -0.01 0.91
C 1.05 0.47 -0.90 -1.18
O 1.27 -1.73 0.07 -0.76
C -1.04 -0.80 -0.12 -0.68
H -1.48 -0.53 -1.09 0.32
H -1.87 0.98 0.96 0.25
N -1.14 0.28 0.88 -0.05
H -1.46 -1.74 0.25 0.29
```

Record-wise strongest force on any atom values, in hartree/bohr: 0.0916 0.0831 0.0541 0.0864 0.0942 0.0901 0.0349 0.0630 0.0468 0.1307 0.3140 0.0632 0.0423 0.0969 0.0535 0.0130 0.0103